# C6H27N2O6

A cluster of 7 separate species, C6H27N2O6 in total at a distorted geometry (ωB97M-V with the def2-TZVPD basis set, the OMol25 dataset).

Each line ends with the Löwdin charge.
CARTESIAN COORDINATES (ANGSTROEM)
1 C -1.834 -1.091 1.693  -0.25
2 N -1.650 -1.104 0.276  -0.10
3 C -0.990 -2.363 -0.266  -0.16
4 C 0.504 -2.171 -0.035  -0.21
5 C 1.353 -2.054 -1.280  -0.18
6 C 2.641 -1.755 -1.278  -0.03
7 C -1.959 0.284 2.402  -0.19
8 N -1.040 1.269 1.710  0.12
9 H -2.787 -1.585 1.967  0.12
10 H -1.108 -1.745 2.169  0.11
11 H -2.369 -0.824 -0.367  0.09
12 H -1.333 -3.077 0.483  0.10
13 H -1.284 -2.450 -1.301  0.10
14 H 0.744 -1.392 0.688  0.06
15 H 1.005 -3.013 0.468  0.12
16 H 0.761 -2.172 -2.182  0.08
17 H 3.181 -1.573 -2.196  0.04
18 H 3.201 -1.690 -0.353  0.05
19 H -1.568 0.101 3.403  0.08
20 H -2.944 0.738 2.391  0.10
21 H -0.143 1.238 2.237  0.08
22 H -1.407 2.206 1.870  0.11
23 H -0.828 1.002 0.744  0.09
24 H -2.134 1.051 -1.204  0.05
25 H -0.762 0.895 -1.832  0.03
26 O -1.254 1.440 -1.156  -0.10
27 H 2.282 2.499 1.769  0.02
28 H 0.831 3.288 1.795  0.01
29 O 1.451 2.711 1.346  -0.14
30 H -0.883 2.819 -0.250  -0.02
31 H -0.058 3.782 -0.581  0.02
32 O -0.668 3.702 0.143  -0.11
33 H 1.893 1.246 -3.703  0.05
34 H 2.941 0.545 -2.765  0.03
35 O 2.098 0.458 -3.192  -0.07
36 H 0.130 -0.440 -3.547  0.05
37 H -1.363 -0.044 -3.465  0.07
38 O -0.614 -0.350 -2.936  -0.06
39 H 2.389 -0.006 1.436  0.02
40 H 1.947 -0.335 2.874  0.01
41 O 1.628 -0.043 2.023  -0.16

Calculated total energy: -805.54327 hartree
Lowest unoccupied orbital energy (alpha / beta): 0.0 / -0.1 eV
Kohn-Sham gap (alpha / beta): 2.36 / 8.73 eV
M: 223.3 g/mol
Energy above the lowest of the compared OMol25 structures with the same formula, charge and spin: 0.00 kcal per mole
Multiplicity: 2
Largest force on an atom: 3.66 eV Å⁻¹
Expectation value of S²: 0.750
Net charge: 0

***

# C6H27NO8

A cluster of 9 separate species, C6H27NO8 in total at a distorted geometry (ωB97M-V with the def2-TZVPD basis set, the OMol25 dataset).

Each line ends with the Löwdin charge.
CARTESIAN COORDINATES (ANGSTROEM)
1 C 1.830 -2.691 -0.443  -0.12
2 C 1.081 -1.454 0.098  -0.19
3 C 0.283 -1.662 1.156  -0.20
4 N -0.642 -0.871 1.755  -0.03
5 C -1.354 0.276 1.303  -0.27
6 C -3.554 0.343 0.228  -0.01
7 C -2.806 0.117 1.336  -0.14
8 H 2.360 -3.263 0.194  0.01
9 H 1.060 -3.428 -0.738  0.07
10 H 2.469 -2.456 -1.274  0.05
11 H 0.956 -0.628 -0.478  0.01
12 H 0.640 -2.575 1.729  0.14
13 H -0.738 -1.184 2.727  0.13
14 H -1.113 0.416 0.207  0.11
15 H -0.874 1.363 1.571  0.15
16 H -3.128 0.855 -0.602  0.02
17 H -4.576 0.268 -0.033  0.04
18 H -3.180 -0.409 2.151  0.07
19 H 1.356 1.823 2.553  -0.08
20 H 0.849 1.346 3.895  0.05
21 O 0.607 1.559 2.979  -0.09
22 H -0.397 3.166 -0.911  0.01
23 H 0.382 3.430 -2.187  -0.03
24 O -0.446 3.486 -1.814  -0.07
25 H -2.286 1.755 -2.379  0.04
26 H -2.737 0.356 -2.904  0.04
27 O -1.987 1.014 -3.010  -0.13
28 H 3.297 0.884 3.086  0.03
29 H 2.370 0.519 2.026  -0.04
30 O 2.822 0.088 2.758  -0.14
31 H -3.277 -1.998 -0.917  0.05
32 H -2.981 -2.859 -2.230  -0.01
33 O -3.381 -2.110 -1.894  -0.05
34 H -0.690 -1.020 -2.360  -0.02
35 H 0.538 -0.983 -3.267  0.08
36 O -0.064 -1.630 -2.759  -0.11
37 H 3.347 2.911 0.993  0.03
38 H 2.628 1.683 0.272  -0.05
39 O 2.764 2.124 1.092  -0.19
40 H 2.349 0.161 -0.861  -0.03
41 H 3.477 0.391 -1.705  0.02
42 O 2.746 0.885 -1.342  -0.14

Calculated total energy: -901.30784 hartree
Lowest unoccupied orbital energy (alpha / beta): 2.7 / 2.6 eV
Kohn-Sham gap (alpha / beta): 2.26 / 7.57 eV
M: 241.3 g/mol
Energy above the lowest of the compared OMol25 structures with the same formula, charge and spin: 81.51 kcal per mole
Multiplicity: 2
Largest force on an atom: 5.16 eV Å⁻¹
Expectation value of S²: 0.751
Net charge: -1

***

# C6H27NO8

A cluster of 8 separate species, C6H27NO8 in total at a distorted geometry (ωB97M-V with the def2-TZVPD basis set, the OMol25 dataset).

Each line ends with the Löwdin charge.
CARTESIAN COORDINATES (ANGSTROEM)
1 C -1.619 1.077 -0.440  -0.20
2 O -0.989 2.048 -1.265  -0.08
3 C -1.196 -0.340 -0.865  -0.35
4 C -0.022 -0.969 -0.046  -0.11
5 C 0.335 -2.284 -0.660  -0.37
6 C 1.285 -2.390 -1.585  0.04
7 C -0.325 -3.537 -0.161  -0.07
8 N -2.430 -1.056 -1.184  0.05
9 H -1.225 1.280 0.556  0.09
10 H -2.682 1.151 -0.339  0.12
11 H -1.586 2.655 -1.703  0.09
12 H -0.699 -0.269 -1.821  0.11
13 H 0.796 -0.284 -0.082  0.11
14 H -0.474 -1.100 0.935  0.08
15 H 1.824 -3.257 -1.943  0.06
16 H 1.724 -1.491 -2.020  0.06
17 H -0.369 -4.374 -0.857  0.08
18 H -1.334 -3.330 0.202  0.07
19 H 0.243 -3.992 0.661  0.09
20 H -2.233 -1.950 -1.617  0.08
21 H -3.064 -1.141 -0.406  0.08
22 H -0.578 -1.525 3.749  0.00
23 H -0.657 -2.543 2.617  0.00
24 O -0.331 -2.427 3.510  -0.07
25 H 2.406 2.747 -1.996  0.04
26 H 1.286 2.839 -3.123  0.04
27 O 1.524 3.046 -2.223  -0.04
28 H -2.436 -0.258 -3.432  0.01
29 H -1.845 1.026 -3.659  0.01
30 O -1.838 0.156 -4.071  -0.06
31 H -1.359 0.919 3.117  0.06
32 H 0.132 0.427 3.018  0.03
33 O -0.785 0.237 2.768  -0.06
34 H 0.675 2.431 0.157  -0.01
35 H 0.583 3.949 0.243  0.06
36 O 0.661 3.147 0.758  -0.02
37 H 3.576 0.393 2.089  0.04
38 H 3.505 1.512 0.993  0.02
39 O 4.072 1.074 1.628  -0.05
40 H 1.365 2.561 2.335  0.00
41 H 2.520 1.919 3.123  0.02
42 O 1.563 1.922 3.040  -0.07

Calculated total energy: -901.42371 hartree
Lowest unoccupied orbital energy: 0.1 eV
Kohn-Sham gap: 9.06 eV
M: 241.3 g/mol
Energy above the lowest of the compared OMol25 structures with the same formula, charge and spin: 64.98 kcal per mole
Multiplicity: 1
Largest force on an atom: 3.09 eV Å⁻¹
Net charge: 0

***

# C6H28N2O6

A cluster of 7 separate species, C6H28N2O6 in total at a distorted geometry (ωB97M-V with the def2-TZVPD basis set, the OMol25 dataset).

Each line ends with the Löwdin charge.
CARTESIAN COORDINATES (ANGSTROEM)
1 C -0.946 -0.682 2.857  -0.05
2 C 0.408 -0.047 2.343  -0.33
3 C 0.557 1.494 2.364  -0.39
4 C 2.060 1.808 2.711  -0.07
5 C 0.162 2.086 0.972  -0.11
6 N 0.453 -0.475 0.898  -0.04
7 C 1.407 -1.560 0.775  -0.31
8 N 1.202 -2.492 -0.324  0.02
9 H -1.749 -0.223 2.256  0.08
10 H -1.003 -1.754 3.008  0.06
11 H -1.001 -0.497 3.969  0.09
12 H 1.252 -0.553 2.858  0.12
13 H -0.166 1.855 3.205  0.15
14 H 2.429 1.053 3.468  0.08
15 H 1.940 2.868 3.114  0.10
16 H 2.495 1.436 1.761  0.08
17 H 0.735 1.616 0.113  0.08
18 H -0.774 1.822 0.575  0.02
19 H 0.222 3.237 1.092  0.11
20 H -0.352 -0.642 0.510  -0.01
21 H 2.414 -1.152 0.587  0.11
22 H 1.635 -1.968 1.742  0.10
23 H 0.368 -3.107 -0.238  0.07
24 H 1.010 -1.933 -1.147  0.05
25 H -2.030 -1.505 0.566  -0.04
26 H -2.300 -2.734 -0.021  0.11
27 O -1.811 -2.362 0.811  -0.06
28 H -1.160 -2.074 -3.441  -0.01
29 H -1.998 -2.951 -2.782  -0.02
30 O -2.004 -2.444 -3.539  0.01
31 H -1.939 0.435 -1.017  -0.04
32 H -3.267 1.243 -1.598  0.13
33 O -2.847 0.333 -1.231  -0.10
34 H -0.888 0.030 -4.449  0.04
35 H -0.351 1.311 -3.985  0.02
36 O -0.272 0.387 -3.828  -0.02
37 H 2.082 -0.158 -3.342  0.02
38 H 2.809 -0.160 -2.248  -0.04
39 O 2.799 0.375 -2.966  -0.01
40 H -0.563 3.542 -2.178  0.12
41 H -0.120 1.981 -2.141  0.02
42 O -0.898 2.561 -2.082  -0.11

Calculated total energy: -806.18999 hartree
Lowest unoccupied orbital energy: 0.0 eV
Kohn-Sham gap: 8.47 eV
M: 224.3 g/mol
Energy above the lowest of the compared OMol25 structures with the same formula, charge and spin: 123.60 kcal per mole
Multiplicity: 1
Largest force on an atom: 7.68 eV Å⁻¹
Net charge: 0

***

# C6H28NO7

A cluster of 8 separate species, C6H28NO7 in total at a distorted geometry (ωB97M-V with the def2-TZVPD basis set, the OMol25 dataset).

Each line ends with the Löwdin charge.
CARTESIAN COORDINATES (ANGSTROEM)
1 C 2.042 -0.874 1.910  0.00
2 C 0.913 -1.114 0.781  -0.20
3 C -0.376 -0.265 0.945  -0.11
4 C -1.733 -1.087 1.324  -0.20
5 C -2.950 0.343 -0.284  0.00
6 C -2.683 -0.803 0.275  -0.22
7 N 1.385 -1.043 -0.731  0.24
8 H 1.951 0.021 2.469  0.07
9 H 2.003 -1.697 2.494  0.03
10 H 3.081 -0.902 1.696  0.07
11 H 0.656 -2.141 0.834  0.11
12 H -0.213 0.461 1.809  0.13
13 H -0.592 0.276 0.058  0.06
14 H -2.148 -0.505 2.189  0.13
15 H -1.703 -2.110 1.502  0.07
16 H -2.620 1.270 0.062  0.04
17 H -3.470 0.438 -1.162  0.04
18 H -3.063 -1.796 -0.221  0.14
19 H 1.013 -0.226 -1.234  0.13
20 H 1.153 -1.856 -1.215  0.12
21 H 2.374 -1.009 -0.688  0.11
22 H -4.191 3.494 -0.535  0.03
23 H -3.367 3.800 -1.715  0.11
24 O -3.308 3.611 -0.748  -0.03
25 H 0.791 2.004 -2.708  -0.01
26 H 0.068 2.819 -1.870  -0.01
27 O 0.746 2.185 -1.826  0.01
28 H 3.824 1.302 0.050  0.06
29 H 5.072 1.922 -0.449  -0.07
30 O 4.793 1.192 -0.116  0.02
31 H -1.792 4.038 -0.299  -0.03
32 H -1.482 5.237 -0.859  0.05
33 O -0.976 4.444 -0.602  -0.08
34 H -0.703 -5.288 -1.315  0.05
35 H -1.687 -4.470 -0.589  0.07
36 O -0.687 -4.490 -0.737  -0.11
37 H 3.020 -1.604 -3.596  0.11
38 H 3.590 -0.166 -3.482  0.04
39 O 3.074 -0.791 -2.967  -0.08
40 H -0.939 -2.239 3.607  0.13
41 H -0.513 -0.987 4.359  -0.01
42 O -0.352 -1.393 3.584  -0.03

Calculated total energy: -826.47347 hartree
Lowest unoccupied orbital energy: -2.5 eV
Kohn-Sham gap: 9.64 eV
M: 226.3 g/mol
Energy above the lowest of the compared OMol25 structures with the same formula, charge and spin: 125.38 kcal per mole
Multiplicity: 1
Largest force on an atom: 9.46 eV Å⁻¹
Net charge: +1

***

# C6H28O8

A structure of composition C6H28O8 at a distorted geometry (ωB97M-V with the def2-TZVPD basis set, the OMol25 dataset).

Each line ends with the Löwdin charge.
CARTESIAN COORDINATES (ANGSTROEM)
1 C -0.264 0.365 2.445  -0.02
2 C -0.203 1.830 1.875  -0.38
3 C -0.907 1.880 0.513  -0.04
4 O -0.874 2.695 2.781  -0.06
5 H -1.296 0.016 2.502  0.09
6 H 0.125 0.206 3.451  0.10
7 H 0.203 -0.311 1.729  0.05
8 H 0.802 2.252 1.885  0.15
9 H -0.338 1.416 -0.292  -0.04
10 H -0.984 2.934 0.247  0.11
11 H -1.871 1.374 0.454  0.08
12 H -1.739 2.315 2.949  0.08
13 C 1.474 1.471 -3.044  0.00
14 C 0.449 1.056 -1.952  -0.34
15 C 0.212 -0.460 -2.028  -0.02
16 O 0.847 1.527 -0.716  -0.04
17 H 1.710 2.535 -3.027  0.08
18 H 1.006 1.308 -4.014  0.08
19 H 2.405 0.906 -3.093  0.10
20 H -0.531 1.513 -2.092  0.15
21 H -0.275 -0.727 -2.966  0.12
22 H -0.443 -0.941 -1.301  0.03
23 H 1.149 -1.016 -2.040  0.10
24 H 0.826 2.482 -0.803  0.18
25 O -1.788 -2.028 1.299  -0.02
26 H -1.039 -2.023 1.895  -0.09
27 H -1.544 -1.416 0.604  -0.24
28 O 1.634 0.106 0.219  0.00
29 H 1.242 0.706 -0.416  -0.32
30 H 1.045 -0.648 0.233  -0.28
31 O -1.416 -0.818 -0.272  0.13
32 H -1.638 -1.030 -1.178  0.18
33 H -2.156 -0.297 0.041  0.17
34 O 0.470 -1.488 0.056  0.02
35 H -0.440 -1.247 -0.118  -0.16
36 H 0.490 -1.692 0.991  -0.24
37 O 0.243 -2.080 1.863  0.17
38 H 0.775 -1.648 2.531  0.16
39 H -0.082 -2.873 2.289  0.19
40 O 1.244 -2.692 -1.363  -0.06
41 H 0.442 -3.141 -1.629  0.04
42 H 1.036 -2.314 -0.509  -0.17

Calculated total energy: -846.29564 hartree
Lowest unoccupied orbital energy: -0.1 eV
Kohn-Sham gap: 7.67 eV
M: 228.3 g/mol
Energy above the lowest of the compared OMol25 structures with the same formula, charge and spin: 661.61 kcal per mole
Multiplicity: 1
Largest force on an atom: 17.04 eV Å⁻¹
Net charge: 0